Molecular formula: C8H10Br3ClO
Method: DFT, ωB97M-V with the def2-TZVPD basis set

## Properties
Multiplicity: 1
Gap between HOMO and LUMO (alpha / beta), eV: 7.423 / 7.115
Calculated total energy, hartree: -8568.1467
Net charge: 0
ΔE to the lowest compared entry with this formula, charge and spin, kcal per mole: 31.1

```
23
Properties=species:S:1:pos:R:3:lowdin_charge:R:1
C -1.711 -1.307 0.530 -1.20
O 1.193 -2.086 -0.610 0.08
H 0.785 2.369 -1.904 0.03
C -1.566 -2.609 -0.166 -0.69
C 0.070 0.094 -0.883 -0.59
C -0.191 1.791 1.044 -0.03
Cl -0.942 0.087 -2.247 0.75
H -0.671 -3.177 -0.038 0.02
C 0.741 1.199 -0.060 -0.43
C 1.449 2.093 -1.144 -0.02
C 0.983 -0.913 -0.428 -0.50
H -1.562 -2.529 -1.340 0.10
H -0.183 1.249 1.926 0.02
H 0.202 2.682 1.361 0.05
Br -3.108 -0.057 0.240 0.72
H 2.402 1.684 -1.615 0.12
H 1.394 -0.035 1.578 0.09
H 2.689 -0.071 0.380 0.13
H -1.202 1.846 0.587 0.05
Br -2.966 -3.942 0.560 0.53
Br -1.077 -1.478 2.336 0.73
H 1.653 3.050 -0.620 0.09
C 1.618 0.060 0.515 -0.06
```



Molecular formula: C34H63ClF3N7O8P3S
Method: DFT, ωB97M-V with the def2-TZVPD basis set

## Properties
Multiplicity: 1
Gap between HOMO and LUMO, eV: 3.520
Calculated total energy, hartree: -4499.6947
Net charge: +1

```
120
Properties=species:S:1:pos:R:3:lowdin_charge:R:1
H -1.327 1.883 3.423 0.06
H -0.346 4.856 2.981 0.07
O 0.382 -5.578 0.310 -0.21
C -6.228 -2.746 -4.942 -0.15
C 4.342 -4.373 3.174 -0.18
H 6.995 2.279 -3.773 0.10
N -5.303 -3.606 -4.228 -0.33
C 6.214 0.743 -5.330 -0.05
H -3.691 7.662 2.442 0.08
H 5.135 1.456 -0.602 0.07
H -4.402 -4.496 -5.935 0.07
C -1.159 4.250 2.576 -0.14
C 1.490 -4.835 0.861 -0.26
H 2.750 1.558 4.502 0.09
H 2.831 -6.367 1.990 0.12
C -5.031 -4.771 -5.079 -0.15
H -6.314 -1.022 -1.233 0.08
H -6.209 6.637 2.909 0.08
H 2.464 -1.012 5.354 0.10
H -0.499 7.116 4.437 0.09
C 4.374 -2.091 1.741 -0.10
C 3.987 -0.533 -4.589 -0.03
C -2.026 -2.787 -4.897 -0.14
C 5.011 1.257 -2.913 -0.17
H -3.910 -1.685 -0.417 0.08
C 4.463 -2.846 -2.346 -0.42
C -5.585 6.221 3.705 -0.13
H 3.162 -1.315 -4.778 0.10
H 2.085 -0.971 -2.733 0.14
H -1.960 7.384 6.379 0.08
H -2.899 -0.360 -5.115 0.08
F 1.755 3.383 2.252 0.10
C -1.456 6.985 3.925 -0.15
H -5.482 6.982 4.486 0.06
C -2.282 2.412 3.517 -0.15
H 5.969 2.817 -1.630 0.09
H 5.059 -2.407 3.950 0.07
H -1.214 6.651 2.925 0.05
O 5.737 -2.635 -2.922 0.08
C 0.116 -5.040 -1.026 -0.11
N -2.092 3.872 3.625 -0.29
O 2.339 1.033 3.770 -0.25
C 2.099 -5.512 2.180 -0.14
O 3.619 -3.583 -2.926 0.09
H -4.514 -5.551 -4.513 0.07
H 4.782 -5.189 2.511 0.08
P 3.350 -0.275 3.492 0.42
Cl 5.766 -4.214 0.147 0.72
P -3.410 4.779 4.299 0.82
H 2.355 -4.618 4.201 0.12
H -4.136 -3.448 -0.263 0.07
C -5.969 -1.459 -2.175 -0.13
H -1.896 7.985 3.814 0.09
H 1.213 -5.981 2.762 0.13
C 3.245 -0.821 -0.808 0.01
H 4.642 -4.655 4.258 0.13
H 2.264 -3.347 2.882 0.08
O -4.379 3.608 4.028 -0.29
H -5.452 -2.380 0.112 0.08
H -1.016 -5.106 -1.246 0.09
H 0.438 -3.944 -1.138 0.09
C 4.694 -2.726 0.327 -0.35
C -4.610 -2.516 -0.575 -0.15
H -4.624 6.655 1.342 0.09
F 3.224 4.390 0.860 0.09
H 4.141 2.781 -1.552 0.09
H -5.955 -5.213 -5.466 0.08
H -6.897 -1.799 -2.640 0.07
H -2.306 -3.539 -5.643 0.07
O -2.783 -3.116 -2.121 -0.31
H 6.120 -3.134 2.636 0.12
H -3.233 6.191 6.609 0.07
H -7.224 -3.197 -4.916 0.09
C 5.023 -2.906 2.935 -0.19
H 1.295 1.052 1.593 0.14
H -4.483 -0.551 -4.452 0.05
C 2.883 3.123 1.450 -0.43
C 6.143 1.526 -3.964 -0.02
N 3.546 -0.877 1.856 -0.08
H -5.959 -2.632 -6.001 0.08
N -2.294 6.099 4.712 -0.33
H 1.075 -3.792 1.157 0.12
H 1.264 0.854 -0.180 0.15
N -3.209 -2.238 -4.230 -0.33
N -5.052 -2.573 -1.982 -0.29
S 5.136 0.374 4.030 0.37
C 2.713 -0.182 -2.163 -0.09
C -3.698 -1.096 -4.967 -0.13
C -3.855 6.625 2.123 -0.13
H -6.149 5.384 4.127 0.07
H -3.525 7.602 5.574 0.07
C -2.776 6.859 5.873 -0.15
H 2.090 0.765 -2.064 0.12
H -1.435 -2.016 -5.400 0.08
H 7.061 0.911 -6.091 0.10
H -6.347 -1.743 -4.554 0.05
C 2.968 -0.267 0.638 0.00
H -1.643 4.736 1.730 0.07
H -0.631 3.393 2.144 0.05
H 6.210 -2.036 -2.286 0.13
H -4.057 -1.375 -5.966 0.08
C 2.737 -4.353 3.140 -0.19
H -1.354 -3.265 -4.178 0.06
H -5.522 -0.631 -2.723 0.07
F 4.052 2.778 2.212 0.05
C 4.125 -2.117 -0.973 0.02
P -3.954 -3.297 -3.112 0.82
C 5.095 -0.286 -5.641 -0.06
N -4.275 5.783 3.218 -0.34
H -2.962 6.268 1.617 0.05
H -2.894 2.160 2.642 0.09
C 5.071 2.089 -1.551 -0.08
O 2.690 2.244 0.373 -0.01
H 0.657 -5.653 -1.829 0.10
O 2.782 -1.511 4.563 -0.21
H 2.338 -4.630 0.100 0.12
C 3.902 0.212 -3.199 -0.13
C 2.004 1.018 0.701 -0.10
H -2.750 1.999 4.412 0.07
H 5.163 -0.856 -6.637 0.10
```



Molecular formula: ClO4Sr4
Method: DFT, ωB97M-V with the def2-TZVPD basis set

## Properties
Multiplicity: 1
Gap between HOMO and LUMO, eV: 9.930
Calculated total energy, hartree: -879.9498
Net charge: +7
ΔE to the lowest compared entry with this formula, charge and spin, kcal per mole: 58.3

```
9
Properties=species:S:1:pos:R:3:lowdin_charge:R:1
O 1.503 0.849 -0.181 -0.37
Sr 4.094 0.372 -0.952 1.97
Cl 0.087 0.474 -0.227 0.74
Sr -2.843 2.452 0.803 1.97
Sr 1.301 -2.816 1.657 1.93
O -0.207 -1.006 -0.291 -0.53
O -0.692 1.031 0.902 -0.46
O -0.460 0.965 -1.431 -0.20
Sr -2.784 -2.322 -0.281 1.94
```



Molecular formula: C34H37CrN6O4S4
Method: DFT, ωB97M-V with the def2-TZVPD basis set

## Properties
Multiplicity: 2
Gap between HOMO and LUMO (alpha / beta), eV: 6.921 / 7.719
Calculated total energy, hartree: -4584.6005
Net charge: 0
ΔE to the lowest compared entry with this formula, charge and spin, kcal per mole: 33.0
Expectation value of S²: 0.778

```
86
Properties=species:S:1:pos:R:3:lowdin_spin:R:1
S -2.323 -1.740 -4.923 0.00
C 6.617 -0.195 1.117 0.00
C 4.002 -0.935 1.617 0.00
H -3.428 4.172 1.620 0.00
H -4.113 2.040 1.171 0.00
C -1.391 2.639 0.241 0.00
N -1.614 3.926 0.564 0.00
C -2.976 -3.591 0.632 0.00
C 3.122 3.269 -0.628 0.00
H 3.040 3.017 -1.677 0.00
H -2.992 2.129 2.554 0.00
N -0.941 -3.137 3.088 0.00
H 3.379 4.224 3.099 0.00
C 3.153 2.267 0.335 0.00
H -1.968 4.243 2.633 0.00
H -5.877 2.522 -1.919 0.00
C 3.238 2.625 1.678 0.00
H -1.792 -2.737 2.728 0.00
H -5.491 -0.431 -4.994 0.00
H 3.261 1.856 2.443 0.00
H 5.787 1.246 -0.236 0.00
O 2.068 0.536 -2.153 0.02
C -0.792 -4.192 -0.150 0.00
N -0.484 -2.178 -3.119 -0.01
C 2.038 -2.651 -0.587 0.00
O -1.244 -0.608 -0.520 0.00
C -5.235 -0.061 -4.008 0.00
C -3.978 -0.284 -1.977 0.00
H -3.253 -0.822 -1.379 0.00
H -3.421 0.571 1.867 0.00
C -3.217 1.611 1.625 0.00
C 0.677 -2.367 -1.129 -0.01
S 0.030 -0.704 2.785 0.00
C 3.305 3.957 2.053 0.00
C 3.199 4.603 -0.256 0.00
H 2.260 -3.705 -0.785 0.00
H -0.040 -4.940 -0.374 0.00
C -4.329 -0.776 -3.229 0.00
H 2.978 -1.214 1.826 0.00
H -2.224 -5.607 0.602 0.00
O 4.297 0.649 -2.142 0.01
C -4.531 0.901 -1.510 0.00
C -5.441 1.601 -2.285 0.00
C 4.259 0.068 0.694 0.00
H -0.843 -4.131 2.955 0.00
H 2.078 -2.487 0.487 0.00
H -4.435 -2.618 -4.336 0.00
C -2.728 -2.256 0.350 0.00
N -2.089 1.620 0.707 0.00
H 4.827 -2.346 3.011 0.00
C -1.507 -1.870 -0.214 0.00
C 3.299 4.950 1.083 0.00
C 5.042 -1.568 2.287 0.00
H 3.384 5.991 1.368 0.00
H -2.371 5.572 1.545 0.00
C -3.718 -2.041 -3.753 0.00
C 5.580 0.448 0.462 0.00
H 7.166 -1.698 2.552 0.00
N 0.562 -1.853 -2.326 -0.01
C -5.791 1.118 -3.540 0.00
H -3.321 -2.667 -2.955 0.00
C 6.353 -1.205 2.033 0.00
S -0.092 2.397 -0.857 0.00
O 1.868 0.165 0.302 0.00
H 1.390 -3.937 3.459 0.00
Cr 0.379 0.054 -1.428 1.07
C 3.128 0.779 -0.027 0.00
H 3.179 5.372 -1.017 0.00
C -2.015 -4.567 0.391 0.00
C -1.111 -1.240 -3.726 0.00
H -0.933 4.540 0.146 0.00
S -0.901 0.433 -3.369 -0.06
H -6.495 1.663 -4.156 0.00
N 1.336 -2.965 3.207 0.00
C -0.540 -2.866 -0.461 0.00
H -3.935 -3.876 1.049 0.00
C -2.391 4.491 1.657 0.00
H 7.638 0.099 0.912 0.00
H -1.820 0.708 0.321 0.00
H -3.489 -1.505 0.531 0.00
C 0.149 -2.349 3.033 0.00
C 3.226 0.630 -1.585 0.00
H 2.155 -2.397 3.319 0.00
H 2.792 -2.046 -1.088 0.00
H 1.617 0.382 1.216 0.00
H -4.239 1.284 -0.539 0.00
```



Molecular formula: C8H5N2NiO5
Method: DFT, ωB97M-V with the def2-TZVPD basis set

## Properties
Multiplicity: 3
Gap between HOMO and LUMO (alpha / beta), eV: 6.537 / 7.333
Calculated total energy, hartree: -2301.4090
Net charge: +1
ΔE to the lowest compared entry with this formula, charge and spin, kcal per mole: 2.9
Expectation value of S²: 2.021

```
21
Properties=species:S:1:pos:R:3:lowdin_spin:R:1
O -1.649 -1.425 -2.239 0.10
C -1.197 0.344 -0.618 0.30
C -0.853 -0.679 -1.730 0.13
O -0.296 2.831 0.422 0.08
H -1.177 -2.024 0.184 0.00
C 0.121 1.888 -0.117 0.14
O -0.016 4.133 -4.601 0.00
C -0.580 -2.216 2.177 0.00
C -0.855 3.400 -4.372 0.00
H 0.275 -0.456 -2.090 0.01
C 0.901 -0.541 2.045 0.00
Ni 0.695 0.315 -0.754 0.88
H 0.617 -1.657 3.928 0.00
C 0.362 -1.506 2.905 0.00
O 3.368 1.425 -0.735 0.02
H 1.638 0.223 2.248 0.00
O -2.262 0.545 -0.117 0.29
N -0.596 -1.678 0.941 0.00
N 0.323 -0.672 0.821 0.01
C 2.413 0.782 -0.747 0.05
H -1.232 -3.033 2.449 0.00
```



Molecular formula: C19H29N5O3S2
Method: DFT, ωB97M-V with the def2-TZVPD basis set

## Properties
Multiplicity: 1
Gap between HOMO and LUMO, eV: 7.797
Calculated total energy, hartree: -2037.2751
Net charge: 0
ΔE to the lowest compared entry with this formula, charge and spin, kcal per mole: 2.7

```
58
Properties=species:S:1:pos:R:3:lowdin_charge:R:1
H -4.035 -2.564 -1.197 0.13
H 0.117 -3.471 -0.120 0.14
H -4.799 -2.508 1.183 0.13
H 4.358 -1.952 -2.192 0.09
H 4.780 2.843 -0.086 0.11
C -0.732 2.152 0.211 -0.33
C 3.198 3.661 1.127 -0.12
C 2.221 -1.471 -0.528 -0.19
N -2.120 1.335 1.852 -0.22
N 3.607 -1.067 -0.402 -0.23
H 3.330 0.595 -1.701 0.13
H -3.444 1.787 -2.484 0.11
H 2.399 -3.390 0.501 0.12
H 2.044 -1.994 1.546 0.13
H 2.012 -1.920 -1.516 0.12
C -4.323 -1.522 1.258 -0.18
C 4.498 -1.970 -1.099 -0.10
C -1.943 -2.254 0.704 -0.21
H 3.885 0.975 1.283 0.12
C 3.379 1.267 0.362 -0.20
H -2.523 -0.658 2.015 0.07
H -4.900 -0.900 1.942 0.12
C -2.685 1.894 -1.725 -0.05
H 5.529 -1.701 -0.876 0.08
C 3.832 0.327 -0.754 -0.22
C -0.495 -1.945 1.086 -0.46
H 3.233 2.991 -0.916 0.10
H -3.779 -0.990 -1.981 0.12
H 3.400 4.697 0.867 0.07
H -1.229 2.716 -3.069 0.11
C -2.151 -1.627 -0.688 -0.11
O -5.217 1.215 1.023 -0.27
H 4.906 0.461 -0.903 0.12
H 1.580 -0.595 -0.417 0.11
C -2.885 -1.652 1.752 -0.12
H 2.127 3.533 1.263 0.03
C 1.834 -2.461 0.582 -0.15
N -4.411 -0.901 -0.038 -0.23
H 3.692 3.441 2.071 0.07
H -2.862 -2.266 2.653 0.13
H 4.329 -2.986 -0.747 0.08
C -3.001 1.499 -0.451 -0.21
C 3.701 2.724 0.036 -0.27
S -0.701 1.598 2.538 1.10
C -0.438 2.540 -1.103 0.00
S -4.620 0.744 -0.187 0.68
H -1.620 -2.209 -1.445 0.12
H -1.732 -0.620 -0.688 0.10
O -5.327 0.937 -1.422 -0.29
H 2.306 1.176 0.534 0.08
H 0.544 2.918 -1.338 0.11
N 0.085 2.169 1.271 -0.22
C -3.636 -1.552 -1.057 -0.18
O -0.182 -1.004 1.791 0.00
C -1.422 2.419 -2.049 -0.05
N 0.420 -2.770 0.536 0.07
C -2.038 1.646 0.555 -0.33
H -2.095 -3.337 0.639 0.15
```